# C5H6O

The molecule C5H6O (ωB97M-V with the def2-TZVPD basis set, the Open Molecules 2025 dataset).

XYZ file:
```
12
Properties=species:S:1:pos:R:3:mulliken_charge:R:1
C -1.44 0.35 0.03 -1.022
C -0.43 -0.73 -0.33 -0.525
C 0.99 -0.16 -0.52 0.394
C 1.47 -0.20 -1.73 -0.225
C 1.70 0.40 0.69 -0.146
O 1.40 1.45 1.20 -0.416
H -1.12 0.91 0.92 0.310
H -1.55 1.06 -0.79 0.296
H -2.41 -0.10 0.24 0.332
H -0.73 -1.25 -1.25 0.366
H -0.36 -1.50 0.45 0.296
H 2.49 -0.24 1.11 0.340
```

The maximum force is 0.762 eV Å⁻¹. Its relative energy (zero: lowest compared OMol25 entry of this formula, charge and spin) is 90.43 kcal/mol. The total energy is -7325.3632 eV. The spin multiplicity is 1.